Entry i
ORCA calculation (ωB97M-V/def2-TZVPD) on the molecule C6H9NS.

Results
Kohn-Sham gap: 0.2801 hartree
SMILES: C=CC(=S)/C=C(\C)N
E_LUMO: -0.2 eV
M: 127.212 g/mol
HOMO level: -7.84 eV

ORCA input file:
```
! RIJCOSX wB97M-V def2-TZVPD def2/J DEFGRID3
* xyz 0 1
C 2.53 -0.64 -0.85
C 1.38 -0.78 -0.21
C 0.58 0.35 0.39
S 1.42 1.58 1.12
C -0.87 0.30 0.50
C -1.72 -0.44 -0.28
C -1.29 -1.39 -1.41
N -3.06 -0.32 -0.06
H 3.05 0.31 -0.94
H 2.98 -1.50 -1.34
H 0.95 -1.78 -0.17
H -1.30 0.96 1.24
H -1.96 -1.42 -2.31
H -0.30 -1.09 -1.78
H -1.14 -2.38 -1.00
H -3.76 -0.60 -0.79
H -3.42 0.06 0.78
*
```

=====

Entry ii
ORCA calculation (ωB97M-V/def2-TZVPD) on the molecule C6H9NS.

Results
Kohn-Sham gap: 0.3346 hartree
SMILES: C=C1SC[C@@H]2[C@@H]1N2C
E_LUMO: 0.8 eV
M: 127.212 g/mol
HOMO level: -8.26 eV

ORCA input file:
```
! RIJCOSX wB97M-V def2-TZVPD def2/J DEFGRID3
* xyz 0 1
C 1.39 2.13 -0.04
C 1.17 0.83 0.19
S 2.34 -0.49 -0.08
C 0.99 -1.87 0.05
C -0.16 -0.98 -0.21
C -0.03 0.13 0.87
N -1.24 -0.44 0.47
C -2.24 0.21 -0.32
H 2.32 2.43 -0.43
H 0.70 2.94 0.20
H 0.97 -2.31 1.05
H 1.20 -2.66 -0.64
H -0.15 -0.64 -1.28
H 0.26 -0.29 1.80
H -2.82 0.89 0.31
H -1.82 0.69 -1.27
H -2.90 -0.57 -0.67
*
```

=====

Quick one: most stable of them? entry i

=====

Entry i
ORCA calculation (ωB97M-V/def2-TZVPD) on a cluster of 7 separate species, C7H28O7 in total.

Results
Kohn-Sham gap: 0.3350 hartree
SMILES: CCO.CCO.CO.CO.CO.O.O
E_LUMO: 0.1 eV
M: 224.294 g/mol
HOMO level: -9.00 eV

ORCA input file:
```
! RIJCOSX wB97M-V def2-TZVPD def2/J DEFGRID3
* xyz 0 1
C 3.33 3.73 0.61
C 1.92 3.01 0.40
O 1.38 2.34 1.47
H 3.68 4.31 -0.24
H 4.10 3.01 0.87
H 3.23 4.30 1.53
H 1.97 2.31 -0.43
H 1.05 3.59 0.12
H 0.60 1.81 1.27
C 0.28 0.51 -2.91
C 1.40 -0.11 -3.70
O 2.38 0.83 -4.01
H -0.47 -0.23 -2.62
H -0.25 1.25 -3.50
H 0.57 0.90 -1.94
H 1.01 -0.62 -4.58
H 1.84 -0.86 -3.04
H 2.73 0.58 -4.87
C -2.32 -0.07 3.40
O -3.11 0.06 2.20
H -2.81 -0.57 4.23
H -1.47 -0.71 3.17
H -2.04 0.97 3.58
H -3.73 -0.66 2.22
C -1.75 -4.35 -0.26
O -1.63 -3.22 -1.03
H -1.83 -4.09 0.80
H -2.63 -4.92 -0.54
H -0.81 -4.89 -0.38
H -0.78 -2.80 -0.87
C 1.64 -2.06 -0.43
O 0.52 -2.21 0.47
H 2.47 -2.62 0.00
H 1.32 -2.47 -1.39
H 1.99 -1.05 -0.64
H 0.80 -2.43 1.36
O -4.38 2.27 2.18
H -3.85 1.48 2.26
H -3.95 2.90 2.76
O -0.61 0.61 0.81
H -1.49 0.42 1.14
H -0.28 -0.24 0.52
*
```

=====

Entry ii
ORCA calculation (ωB97M-V/def2-TZVPD) on a cluster of 7 separate species, C7H28O7 in total.

Results
Kohn-Sham gap: 0.3651 hartree
SMILES: CO.CO.CO.CO.CO.CO.CO
E_LUMO: 0.3 eV
M: 224.294 g/mol
HOMO level: -9.59 eV

ORCA input file:
```
! RIJCOSX wB97M-V def2-TZVPD def2/J DEFGRID3
* xyz 0 1
C 0.62 21.02 15.96
O 0.18 22.38 15.94
H -0.16 20.39 15.52
H 1.54 20.88 15.37
H 0.75 20.65 16.97
H 0.25 22.73 16.82
C 0.86 17.43 19.56
O 0.83 18.39 18.52
H 1.14 16.45 19.18
H 1.60 17.78 20.28
H -0.10 17.36 20.08
H 0.24 18.15 17.78
C -1.57 16.56 16.71
O -0.73 17.64 16.36
H -1.36 16.20 17.72
H -2.63 16.81 16.59
H -1.38 15.65 16.13
H -0.91 17.85 15.43
C -2.96 13.91 14.15
O -1.74 13.27 14.49
H -3.76 13.18 14.01
H -3.27 14.58 14.96
H -2.81 14.53 13.27
H -1.82 12.93 15.39
C -0.41 17.19 12.87
O -1.13 18.15 13.62
H 0.45 16.82 13.43
H -1.00 16.32 12.59
H 0.01 17.62 11.95
H -1.63 18.71 13.02
C -4.09 18.86 15.18
O -4.84 17.75 15.69
H -3.14 18.95 15.71
H -3.95 18.73 14.11
H -4.63 19.79 15.39
H -5.77 17.97 15.60
C -6.00 14.51 16.50
O -5.25 15.42 17.32
H -7.02 14.88 16.33
H -5.49 14.42 15.54
H -6.10 13.57 17.05
H -4.80 16.04 16.74
*
```

=====

Quick one: most stable of them? entry i

=====

Entry i
ORCA calculation (ωB97M-V/def2-TZVPD) on a cluster of 3 separate species, H6O3 in total.

Results
expectation value of S²: 0.76
Kohn-Sham gap (spin up / spin down): 0.5071 / 0.0504 hartree
E_LUMO (spin up / spin down): -2.7 / -12.2 eV
M: 54.045 g/mol
HOMO level (spin up / spin down): -16.49 / -13.56 eV

ORCA input file:
```
! RIJCOSX wB97M-V def2-TZVPD def2/J DEFGRID3
* xyz 1 2
O 1.78 -5.31 -0.54
H 2.42 -5.82 -0.05
H 1.14 -5.94 -0.85
O 3.25 4.40 -3.16
H 3.21 4.50 -2.15
H 2.54 5.00 -3.58
O -4.49 1.30 3.52
H -4.63 0.43 3.88
H -5.22 1.44 2.94
*
```

=====

Entry ii
ORCA calculation (ωB97M-V/def2-TZVPD) on a cluster of 3 separate species, H6O3 in total.

Results
expectation value of S²: 0.76
Kohn-Sham gap (spin up / spin down): 0.4767 / 0.1721 hartree
E_LUMO (spin up / spin down): -3.9 / -11.7 eV
M: 54.045 g/mol
HOMO level (spin up / spin down): -16.83 / -16.38 eV

ORCA input file:
```
! RIJCOSX wB97M-V def2-TZVPD def2/J DEFGRID3
* xyz 1 2
O 1.35 14.23 20.97
H 1.08 13.71 21.73
H 2.27 14.43 21.13
O 4.02 14.73 21.54
H 4.59 15.19 22.15
H 4.39 14.91 20.68
O 1.71 11.43 19.57
H 1.26 10.62 19.33
H 1.02 12.09 19.58
*
```

=====

Quick one: most stable of them? entry ii

=====

Entry i
ORCA calculation (ωB97M-V/def2-TZVPD) on a cluster of 2 separate species, C2H2NO2S2 in total.

Results
Kohn-Sham gap: 0.2330 hartree
E_LUMO: 3.3 eV
M: 136.177 g/mol
HOMO level: -3.07 eV

ORCA input file:
```
! RIJCOSX wB97M-V def2-TZVPD def2/J DEFGRID3
* xyz -1 1
C 0.22 1.58 0.15
C 4.40 0.05 -0.04
N -0.16 0.25 0.20
O 5.41 -0.48 0.25
O 1.31 2.16 0.24
S 3.17 0.94 -0.41
S -1.21 2.44 -0.03
H 0.39 -0.52 0.50
H -1.07 -0.02 -0.16
*
```

=====

Entry ii
ORCA calculation (ωB97M-V/def2-TZVPD) on a cluster of 3 separate species, C2H2NO2S2 in total.

Results
Kohn-Sham gap: 0.2585 hartree
E_LUMO: 3.0 eV
M: 136.177 g/mol
HOMO level: -4.01 eV

ORCA input file:
```
! RIJCOSX wB97M-V def2-TZVPD def2/J DEFGRID3
* xyz -1 1
C -2.33 1.04 -1.00
C -2.16 -2.83 -1.63
N -1.63 0.14 -0.78
O -2.82 -3.27 -0.82
O 0.52 0.91 1.04
S -1.23 -2.37 -2.80
S -3.45 2.21 -1.36
H 0.05 0.68 0.28
H -0.10 1.62 1.19
*
```

=====

Quick one: most stable of them? entry ii

=====

Entry i
ORCA calculation (ωB97M-V/def2-TZVPD) on the ion C6H12NO with charge +1.

Results
Kohn-Sham gap: 0.3533 hartree
SMILES: C/C=C/C[C@H]([NH3+])C=O
E_LUMO: -3.7 eV
M: 114.168 g/mol
HOMO level: -13.33 eV

ORCA input file:
```
! RIJCOSX wB97M-V def2-TZVPD def2/J DEFGRID3
* xyz 1 1
C 1.62 -2.19 1.77
C 0.72 -1.59 0.73
C 1.04 -0.60 -0.10
C -0.04 -0.11 -1.06
C -0.88 0.92 -0.32
N -1.99 1.44 -1.18
C 0.03 2.16 0.03
O -0.46 3.24 -0.14
H 1.32 -3.21 2.04
H 2.64 -2.45 1.49
H 1.64 -1.58 2.68
H -0.28 -2.03 0.73
H 2.05 -0.21 -0.16
H -0.65 -1.00 -1.30
H 0.29 0.22 -2.05
H -1.26 0.42 0.58
H -2.84 1.71 -0.68
H -1.67 2.27 -1.70
H -2.32 0.65 -1.75
H 1.04 1.94 0.40
*
```

=====

Entry ii
ORCA calculation (ωB97M-V/def2-TZVPD) on a structure of composition C6H12NO.

Results
Kohn-Sham gap: 0.4456 hartree
E_LUMO: -3.3 eV
M: 114.168 g/mol
HOMO level: -15.41 eV

ORCA input file:
```
! RIJCOSX wB97M-V def2-TZVPD def2/J DEFGRID3
* xyz 1 1
C 0.36 1.21 -0.23
C 1.80 0.87 0.05
C 2.03 -0.40 0.69
C -0.53 -0.05 -0.07
C -0.80 -0.69 -1.43
C -1.83 0.31 0.65
N 0.22 -1.03 0.77
O 2.32 -0.31 -0.58
H 0.05 1.99 0.46
H 0.25 1.60 -1.24
H 2.49 1.69 0.16
H 2.57 -0.88 1.49
H 0.13 -0.88 -1.96
H -1.40 -0.01 -2.03
H -1.35 -1.62 -1.33
H -2.48 -0.55 0.76
H -2.36 1.06 0.08
H -1.62 0.72 1.64
H 0.24 -1.97 0.37
H -0.08 -1.05 1.75
*
```

=====

Entry iii
ORCA calculation (ωB97M-V/def2-TZVPD) on a cluster of 2 separate species, C6H12NO in total.

Results
Kohn-Sham gap: 0.3317 hartree
E_LUMO: -5.0 eV
M: 114.168 g/mol
HOMO level: -13.99 eV

ORCA input file:
```
! RIJCOSX wB97M-V def2-TZVPD def2/J DEFGRID3
* xyz 1 1
C 2.70 -0.47 0.47
C -2.54 0.85 0.83
C 1.63 0.66 0.42
C -1.45 0.05 0.88
C 0.80 0.82 -0.61
C -0.83 -0.55 -0.43
N -1.55 -0.37 -1.56
O -0.25 -1.73 -0.33
H 2.62 -1.08 -0.37
H 2.39 -1.17 1.26
H -2.92 1.12 1.79
H -3.13 1.07 -0.01
H 1.77 1.50 1.18
H -0.96 -0.26 1.81
H 0.25 1.74 -0.79
H 0.98 0.32 -1.50
H -2.02 0.44 -1.77
H 3.68 -0.11 0.60
H -1.35 -0.99 -2.38
H 0.17 -1.85 0.51
*
```

=====

Quick one: most stable of them? entry i

=====

Entry i
ORCA calculation (ωB97M-V/def2-TZVPD) on the molecule C3H5N5O.

Results
Kohn-Sham gap: 0.3028 hartree
SMILES: C1CN2ON=NC2=NN1
E_LUMO: -0.2 eV
M: 127.107 g/mol
HOMO level: -8.39 eV

ORCA input file:
```
! RIJCOSX wB97M-V def2-TZVPD def2/J DEFGRID3
* xyz 0 1
C 1.32 0.27 0.38
C 0.09 1.17 -0.12
N -0.94 0.39 -0.65
O -2.25 0.62 -0.28
N -2.81 -0.48 0.02
N -1.99 -1.47 0.20
C -0.81 -0.97 -0.15
N 0.32 -1.67 -0.26
N 1.42 -0.92 -0.54
H 2.17 1.04 0.45
H 1.05 -0.17 1.35
H -0.31 1.81 0.75
H 0.50 1.80 -0.83
H 2.23 -1.42 -0.33
*
```

=====

Entry ii
ORCA calculation (ωB97M-V/def2-TZVPD) on the molecule C3H5N5O.

Results
Kohn-Sham gap: 0.3264 hartree
SMILES: Nn1[nH]nc/c1=N\C=O
E_LUMO: -0.5 eV
M: 127.107 g/mol
HOMO level: -9.35 eV

ORCA input file:
```
! RIJCOSX wB97M-V def2-TZVPD def2/J DEFGRID3
* xyz 0 1
N -1.02 -1.37 1.44
N -0.09 -0.30 1.07
N 0.09 0.76 1.95
N 0.67 1.73 1.19
C 0.48 1.26 -0.05
C 0.12 0.00 -0.18
N -0.22 -0.83 -1.17
C 0.03 -0.19 -2.38
O 0.27 1.08 -2.51
H -1.62 -1.42 0.32
H -0.31 -2.28 1.88
H 0.96 0.60 2.58
H 0.88 1.82 -0.94
H -0.24 -0.84 -3.20
*
```

=====

Quick one: most stable of them? entry i